1.
C13H17BIIrN3 as an isolated structure in a non-equilibrium geometry. Source: the Open Molecules 2025 dataset; level of theory: ωB97M-V/def2-TZVPD.

Its largest force on an atom is 3.9 eV/Å. The LUMO energy (alpha / beta) is -7.077 / -12.059 eV. The charge is +2. Its HOMO energy (alpha / beta) is -14.12 / -15.65 eV. The calculation puts the frontier orbital gap (alpha / beta) at 7.046 / 3.592 eV. The expectation value of S² is 8.779. Its spin multiplicity is 6.

```
36
C13H17BIIrN3, DFT ωB97M-V/def2-TZVPD
C 0.88 -1.36 0.80
C -0.79 -0.02 1.66
H 0.50 -2.37 0.88
H 2.64 -1.01 2.07
H 1.78 -1.43 0.17
H -1.76 0.49 1.72
H -0.88 -0.91 2.28
H -0.10 0.71 2.12
C 1.19 -1.24 -2.62
C 1.59 -1.33 -3.96
C 1.16 -0.38 -4.87
C 0.35 0.67 -4.45
H 1.45 -1.97 -1.85
H 2.23 -2.17 -4.25
H 1.44 -0.44 -5.92
H -0.04 1.44 -5.10
N 0.42 -0.19 -2.23
C 0.00 0.76 -3.10
C -0.82 1.79 -2.50
N -0.99 1.65 -1.15
C -1.65 2.57 -0.41
C -2.21 3.74 -2.44
C -2.30 3.62 -1.05
H -1.67 2.42 0.67
H -2.88 4.30 -0.43
C -1.46 2.84 -3.16
H -1.33 2.87 -4.24
H -2.74 4.55 -2.95
Ir -0.35 -0.07 -0.32
I -2.23 -1.74 -0.59
B 0.56 -1.75 4.63
C 1.13 -1.39 3.35
N 1.63 -1.10 2.26
H -0.58 -2.09 4.35
H 0.70 -0.75 5.30
H 1.26 -2.68 5.01
```

Need the Löwdin charges? In units of e they are:
1 C -0.2665
2 C -0.4066
3 H 0.0603
4 H 0.1805
5 H 0.0408
6 H 0.0122
7 H 0.0019
8 H 0.0457
9 C -0.0789
10 C 0.0027
11 C 0.0117
12 C 0.0460
13 H 0.1115
14 H 0.1342
15 H 0.1376
16 H 0.1241
17 N -0.1356
18 C -0.1984
19 C -0.1818
20 N -0.1282
21 C -0.0663
22 C 0.0157
23 C 0.0093
24 H 0.1193
25 H 0.1309
26 C 0.0394
27 H 0.1288
28 H 0.1390
29 Ir 1.0785
30 I 0.6454
31 B -0.2136
32 C -0.0161
33 N 0.0710
34 H 0.0820
35 H 0.1542
36 H 0.1694

2.
C13H17Br15O4 as an isolated structure in a non-equilibrium geometry. Source: the Open Molecules 2025 dataset; level of theory: ωB97M-V/def2-TZVPD.

Its largest force on an atom is 2.1 eV/Å. The LUMO energy is -0.341 eV. Its HOMO energy is -9.75 eV. The calculation puts the frontier orbital gap at 9.405 eV. As for the energy relative to the best compared isomer or geometry (same formula, charge and spin): 76.7 kJ/mol.

```
49
C13H17Br15O4, DFT ωB97M-V/def2-TZVPD
O 0.41 1.72 -1.33
C -0.20 1.58 -0.30
O -1.50 1.36 -0.29
C -2.03 1.16 1.03
C -0.93 1.70 1.91
C 0.36 1.56 1.14
H -2.16 0.08 1.11
H -3.02 1.60 1.17
H -0.90 1.38 2.95
H -1.14 2.77 2.05
H 0.78 0.56 1.19
H 1.17 2.27 1.25
O -0.02 -1.72 1.86
C -0.29 -2.83 2.21
O -0.62 -3.87 1.40
C -0.86 -5.07 2.15
C -0.20 -4.82 3.49
C -0.38 -3.33 3.68
H -0.34 -5.84 1.59
H -1.94 -5.19 2.23
H 0.84 -5.12 3.39
H -0.65 -5.51 4.20
H 0.26 -2.75 4.34
H -1.36 -3.00 4.03
C 2.74 4.02 -1.75
Br 2.03 4.60 -3.48
Br 1.83 4.66 -0.12
Br 4.54 4.89 -1.69
H 2.96 2.96 -1.65
C 0.78 0.69 -4.30
Br 0.86 -0.82 -3.10
Br -0.25 0.23 -5.87
Br 2.47 1.40 -4.87
H 0.26 1.53 -3.85
C -2.23 3.81 -2.74
Br -3.52 3.47 -1.34
Br -1.87 5.65 -3.09
Br -2.49 2.75 -4.35
H -1.31 3.44 -2.30
C -3.83 -3.01 -0.65
Br -4.28 -1.91 0.94
Br -4.42 -4.85 -0.31
Br -2.02 -2.80 -1.15
H -4.41 -2.67 -1.51
C 5.52 0.57 0.22
Br 3.99 -0.72 -0.05
Br 4.73 2.18 1.04
Br 6.41 1.07 -1.45
H 6.21 0.16 0.94
```

Need the Löwdin charges? In units of e they are:
1 O 0.0062
2 C -0.4974
3 O -0.0381
4 C -0.1699
5 C -0.1490
6 C -0.0745
7 H 0.0611
8 H 0.1089
9 H 0.1195
10 H 0.1189
11 H 0.1057
12 H 0.0595
13 O 0.1063
14 C -0.4667
15 O -0.0690
16 C -0.1548
17 C -0.1615
18 C -0.0681
19 H 0.1326
20 H 0.1216
21 H 0.1219
22 H 0.1192
23 H 0.1229
24 H 0.1296
25 C -1.4748
26 Br 0.5357
27 Br 0.5805
28 Br 0.4659
29 H -0.0368
30 C -1.6223
31 Br 0.5951
32 Br 0.5402
33 Br 0.5589
34 H -0.0796
35 C -1.6254
36 Br 0.6376
37 Br 0.5883
38 Br 0.5914
39 H -0.0714
40 C -1.5551
41 Br 0.5484
42 Br 0.5458
43 Br 0.6670
44 H -0.0299
45 C -1.4755
46 Br 0.4945
47 Br 0.5106
48 Br 0.5526
49 H -0.0269

3.
C13H17BrEuN2 as an isolated structure in a non-equilibrium geometry. Source: the Open Molecules 2025 dataset; level of theory: ωB97M-V/def2-TZVPD.

Its largest force on an atom is 1.8 eV/Å. The LUMO energy (alpha / beta) is -0.657 / -0.655 eV. Its HOMO energy (alpha / beta) is -5.94 / -6.02 eV. The calculation puts the frontier orbital gap (alpha / beta) at 5.288 / 5.368 eV. The expectation value of S² is 15.762. Its spin multiplicity is 8. As for the energy relative to the best compared isomer or geometry (same formula, charge and spin): 0.0 kJ/mol.

```
34
C13H17BrEuN2, DFT ωB97M-V/def2-TZVPD
C 3.99 0.57 1.00
C 4.13 -0.88 1.45
H 4.31 0.72 -0.03
H 4.64 1.18 1.63
H 3.01 1.06 1.13
H 3.43 -1.62 1.03
H 5.13 -1.24 1.20
H 4.03 -0.93 2.54
C -0.52 1.99 -2.39
C -1.39 2.45 -3.41
C -2.34 1.56 -3.91
C -2.41 0.26 -3.36
H 0.18 2.69 -1.91
H -1.29 3.49 -3.75
H -3.05 1.87 -4.68
H -3.23 -0.42 -3.62
N -0.49 0.72 -1.94
C -1.47 -0.13 -2.38
C -1.65 -1.42 -1.66
N -0.82 -1.66 -0.61
C -1.04 -2.69 0.22
C -2.88 -3.44 -1.12
C -2.05 -3.62 -0.02
H -0.36 -2.76 1.08
H -2.16 -4.46 0.67
C -2.70 -2.31 -1.93
H -3.41 -2.08 -2.73
H -3.67 -4.16 -1.35
Eu 1.40 -0.47 0.05
C 1.34 -1.56 2.30
H 1.70 -2.57 2.10
H 0.30 -1.49 2.64
H 2.03 -0.92 2.86
Br 0.38 1.47 1.66
```

Need the Löwdin charges? In units of e they are:
1 C -0.2256
2 C -0.2203
3 H 0.0613
4 H 0.0819
5 H -0.0568
6 H 0.0047
7 H 0.0725
8 H 0.0682
9 C -0.1265
10 C -0.0539
11 C -0.0571
12 C -0.0102
13 H 0.1082
14 H 0.1109
15 H 0.1105
16 H 0.0993
17 N 0.0472
18 C -0.2049
19 C -0.2011
20 N -0.0117
21 C -0.1196
22 C -0.0509
23 C -0.0444
24 H 0.0688
25 H 0.1110
26 C -0.0101
27 H 0.0982
28 H 0.1149
29 Eu 1.1155
30 C -0.4334
31 H -0.0625
32 H -0.0696
33 H -0.0710
34 Br -0.2439

4.
C13H17Cl5GeN6PW as an isolated structure in a non-equilibrium geometry. Source: the Open Molecules 2025 dataset; level of theory: ωB97M-V/def2-TZVPD.

Its largest force on an atom is 2.0 eV/Å. The LUMO energy (alpha / beta) is -14.955 / -16.985 eV. The charge is +4. Its HOMO energy (alpha / beta) is -21.25 / -21.23 eV. The calculation puts the frontier orbital gap (alpha / beta) at 6.293 / 4.243 eV. The expectation value of S² is 3.770. Its spin multiplicity is 4. As for the energy relative to the best compared isomer or geometry (same formula, charge and spin): 96.0 kJ/mol.

```
44
C13H17Cl5GeN6PW, DFT ωB97M-V/def2-TZVPD
W -0.21 0.72 -1.80
C -2.47 -2.79 1.89
N -2.34 -1.99 0.70
C -3.25 -1.91 -0.30
C -2.73 -1.08 -1.25
N -1.50 -0.64 -0.84
C -1.29 -1.22 0.37
P 0.10 -0.82 1.50
C -0.09 1.02 1.31
N -0.14 1.69 0.13
C -0.17 3.02 0.47
C -0.16 3.13 1.84
N -0.11 1.88 2.34
C -0.09 1.54 3.74
C 1.49 -0.85 0.27
N 1.50 -0.15 -0.89
C 2.79 -0.21 -1.36
C 3.54 -0.94 -0.48
N 2.72 -1.33 0.52
C 3.09 -2.14 1.65
H -3.21 -3.58 1.74
H -1.52 -3.25 2.15
H -2.81 -2.19 2.73
H -4.20 -2.42 -0.27
H -3.18 -0.79 -2.19
H -0.18 3.82 -0.24
H -0.18 4.01 2.46
H -0.24 2.44 4.33
H -0.88 0.83 3.99
H 0.87 1.10 4.02
H 3.09 0.28 -2.27
H 4.59 -1.19 -0.51
H 3.96 -2.76 1.40
H 3.38 -1.51 2.50
H 2.27 -2.78 1.96
Cl -1.81 2.60 -2.20
C -0.61 3.45 -3.21
Cl 0.92 2.59 -2.96
H -0.52 4.49 -2.89
H -0.91 3.40 -4.27
Cl -0.52 -3.18 -3.27
Ge 0.42 -1.32 -3.60
Cl 1.79 -1.19 -5.18
Cl -1.22 0.23 -4.04
```

Need the Löwdin charges? In units of e they are:
1 W 1.0351
2 C 0.0227
3 N -0.0844
4 C 0.0364
5 C -0.1054
6 N -0.1615
7 C -0.4142
8 P 1.2599
9 C -0.3997
10 N -0.1411
11 C -0.0927
12 C 0.0370
13 N -0.0888
14 C 0.0211
15 C -0.3978
16 N -0.1800
17 C -0.0949
18 C 0.0430
19 N -0.0777
20 C 0.0257
21 H 0.1272
22 H 0.1024
23 H 0.1235
24 H 0.1658
25 H 0.1092
26 H 0.1065
27 H 0.1647
28 H 0.1250
29 H 0.1112
30 H 0.1167
31 H 0.1196
32 H 0.1676
33 H 0.1296
34 H 0.1282
35 H 0.1014
36 Cl 0.7042
37 C -0.7597
38 Cl 0.6898
39 H 0.0929
40 H 0.0871
41 Cl 0.3702
42 Ge -0.0180
43 Cl 0.3931
44 Cl 0.2993

5.
C13H17INO6RuSSe2 as an isolated structure. Source: the Open Molecules 2025 dataset; level of theory: ωB97M-V/def2-TZVPD.

Its largest force on an atom is 0.7 eV/Å. The LUMO energy (alpha / beta) is 4.094 / 4.091 eV. The charge is -2. Its HOMO energy (alpha / beta) is 0.31 / 0.23 eV. The calculation puts the frontier orbital gap (alpha / beta) at 3.788 / 3.860 eV. The expectation value of S² is 0.783. Its spin multiplicity is 2. As for the energy relative to the best compared isomer or geometry (same formula, charge and spin): 0.0 kJ/mol.

```
42
C13H17INO6RuSSe2, DFT ωB97M-V/def2-TZVPD
Ru -0.96 0.42 0.27
O 1.77 -3.54 0.40
C 1.27 -2.41 0.98
O 2.01 -1.51 1.30
C -0.17 -2.50 1.25
C -0.76 -3.74 1.50
C -1.94 -3.80 2.21
C -2.49 -2.60 2.67
C -1.95 -1.41 2.25
N -0.86 -1.34 1.46
C -2.53 -0.04 2.64
O -2.69 -0.01 4.07
O -1.71 0.94 2.23
H 2.71 -3.33 0.26
H -0.23 -4.63 1.20
H -2.40 -4.75 2.45
H -3.34 -2.59 3.34
H -1.90 0.49 4.32
O 1.20 3.42 -3.87
C 2.30 2.69 -3.33
C 1.88 1.78 -2.17
C 3.22 1.25 -1.61
O 3.31 -0.13 -1.36
C 0.95 0.71 -2.75
Se 0.12 -0.68 -1.62
C 1.17 2.68 -1.13
Se 0.84 1.95 0.65
H 1.53 3.96 -4.59
H 3.07 3.39 -2.97
H 2.76 2.06 -4.11
H 3.46 1.83 -0.71
H 4.01 1.44 -2.35
H 2.61 -0.38 -0.72
H 1.51 0.14 -3.50
H 0.13 1.22 -3.26
H 0.21 3.02 -1.52
H 1.81 3.55 -0.95
S -2.33 1.65 -0.82
I -5.66 -0.79 2.78
C -3.91 0.25 2.01
H -3.91 0.04 0.94
H -4.13 1.30 2.18
```

Need the Löwdin charges? In units of e they are:
1 Ru 0.2993
2 O 0.0562
3 C -0.5426
4 O 0.0661
5 C -0.2301
6 C -0.0319
7 C -0.0850
8 C -0.0487
9 C -0.1896
10 N 0.0205
11 C -0.7760
12 O -0.0551
13 O -0.3200
14 H 0.1157
15 H 0.1033
16 H 0.0885
17 H 0.0565
18 H 0.0922
19 O -0.0630
20 C -0.2524
21 C -0.5589
22 C -0.2606
23 O -0.1107
24 C -0.5282
25 Se 0.5211
26 C -0.5756
27 Se 0.5430
28 H 0.0723
29 H 0.1165
30 H 0.1166
31 H 0.0986
32 H 0.1074
33 H 0.0077
34 H 0.0497
35 H 0.0485
36 H 0.0232
37 H 0.0493
38 S -0.1617
39 I 0.6340
40 C -0.5318
41 H -0.0100
42 H 0.0455

6.
C13H17IrN3O7S3 as an isolated structure in a non-equilibrium geometry. Source: the Open Molecules 2025 dataset; level of theory: ωB97M-V/def2-TZVPD.

Its largest force on an atom is 2.3 eV/Å. The LUMO energy (alpha / beta) is -8.213 / -9.070 eV. The charge is +2. Its HOMO energy (alpha / beta) is -15.91 / -15.91 eV. The calculation puts the frontier orbital gap (alpha / beta) at 7.695 / 6.842 eV. The expectation value of S² is 0.756. Its spin multiplicity is 2. As for the energy relative to the best compared isomer or geometry (same formula, charge and spin): 123.2 kJ/mol.

```
44
C13H17IrN3O7S3, DFT ωB97M-V/def2-TZVPD
Ir 0.14 -0.09 0.12
O -0.95 0.58 -1.48
S -0.83 2.07 -1.13
O -2.00 2.83 -1.32
O -0.37 1.94 0.32
C 0.48 2.71 -2.12
C 0.15 3.85 -2.83
C 1.07 4.44 -3.69
C 2.32 3.87 -3.86
C 2.67 2.72 -3.15
C 1.77 2.14 -2.29
S 2.39 0.77 -1.37
O 3.71 0.47 -1.77
O 1.39 -0.38 -1.51
O 2.17 1.10 0.06
H -0.83 4.28 -2.71
H 0.80 5.33 -4.24
H 3.04 4.32 -4.54
H 3.65 2.28 -3.27
C -0.83 -2.15 -2.31
S -0.08 -2.37 -0.69
C -1.33 -3.34 0.15
H -0.71 -3.11 -2.81
H -0.27 -1.39 -2.84
H -1.88 -1.87 -2.22
H -2.32 -2.92 0.02
H -1.07 -3.42 1.19
H -1.27 -4.33 -0.32
C -2.43 -1.47 3.95
N -1.09 -0.89 3.73
C -0.30 -0.43 4.75
C 0.87 0.20 4.52
C 1.32 0.36 3.17
N 0.56 -0.18 2.20
C -0.65 -0.71 2.48
O -1.32 -0.97 1.42
N 2.44 0.96 2.87
H -2.61 -1.50 5.02
H -2.47 -2.48 3.55
H -3.18 -0.85 3.47
H -0.69 -0.58 5.75
H 1.47 0.57 5.34
H 3.02 1.35 3.59
H 2.74 1.06 1.90
```

Need the Löwdin charges? In units of e they are:
1 Ir 1.5135
2 O -0.4131
3 S 0.6460
4 O -0.1700
5 O -0.3809
6 C -0.2271
7 C -0.0115
8 C -0.0017
9 C -0.0007
10 C -0.0117
11 C -0.2277
12 S 0.6196
13 O -0.1722
14 O -0.4945
15 O -0.3740
16 H 0.1284
17 H 0.1327
18 H 0.1328
19 H 0.1288
20 C -0.2825
21 S 0.9247
22 C -0.2968
23 H 0.0778
24 H 0.0430
25 H 0.0719
26 H 0.0704
27 H 0.0475
28 H 0.0766
29 C 0.0592
30 N -0.0043
31 C 0.0338
32 C 0.0585
33 C -0.2868
34 N 0.0493
35 C -0.4768
36 O -0.1144
37 N 0.2520
38 H 0.1088
39 H 0.1081
40 H 0.1166
41 H 0.1558
42 H 0.1391
43 H 0.1523
44 H 0.0995

7.
C13H17N in the gas phase in a non-equilibrium geometry. Source: the Open Molecules 2025 dataset; level of theory: ωB97M-V/def2-TZVPD.

Its largest force on an atom is 6.4 eV/Å. The LUMO energy is 0.906 eV. As for the SMILES: CN[C@@H]1C[C@H]2CC[C@@H]1c1ccccc12. Its HOMO energy is -8.36 eV. The calculation puts the frontier orbital gap at 9.266 eV. As for the energy relative to the best compared isomer or geometry (same formula, charge and spin): 619.2 kJ/mol.

```
31
C13H17N, DFT ωB97M-V/def2-TZVPD
C -2.59 -2.30 -0.53
N -1.49 -1.65 0.18
C -1.48 -0.15 0.20
C -1.15 0.67 -1.18
C 0.19 1.44 -0.98
C -0.25 2.68 0.30
C -0.62 1.64 1.39
C -0.29 0.25 1.15
C 0.97 -0.19 0.71
C 1.98 -0.93 1.36
C 3.10 -1.25 0.61
C 3.28 -0.72 -0.74
C 2.42 0.26 -1.23
C 1.23 0.54 -0.59
H -2.59 -3.41 -0.47
H -3.49 -1.93 0.20
H -2.53 -1.72 -1.56
H -0.63 -1.94 -0.63
H -2.48 0.11 0.56
H -1.96 1.39 -1.45
H -1.12 -0.24 -2.05
H 0.18 1.85 -1.94
H 0.60 3.23 0.65
H -1.22 2.92 -0.20
H 0.02 1.81 2.42
H -1.74 1.73 1.67
H -0.77 -0.15 2.02
H 1.90 -1.62 2.32
H 3.66 -2.22 1.14
H 4.13 -1.16 -1.26
H 2.74 1.06 -2.06
```

Need the Löwdin charges? In units of e they are:
1 C -0.1752
2 N -0.1533
3 C -0.2946
4 C -0.0960
5 C -0.2072
6 C -0.0031
7 C -0.2195
8 C -0.3685
9 C -0.1196
10 C -0.0623
11 C -0.1067
12 C -0.0897
13 C -0.0684
14 C -0.1638
15 H 0.0720
16 H 0.1146
17 H 0.0904
18 H 0.1891
19 H 0.1272
20 H 0.1089
21 H 0.1577
22 H 0.0998
23 H 0.0910
24 H 0.0971
25 H 0.1619
26 H 0.1393
27 H 0.1365
28 H 0.1453
29 H 0.1494
30 H 0.0892
31 H 0.1587